Below is an isolated molecule of C18H20N2O5, with properties calculated with ωB97M-V with the def2-TZVPD basis set.

Last column: Mulliken charge in e.
CARTESIAN COORDINATES (ANGSTROEM)
N1 -1.32 3.60 1.78  -0.709
C1 -1.24 2.14 1.63  0.690
C2 -2.17 1.81 0.47  -1.456
C3 -2.90 0.48 0.44  0.290
C4 -2.63 -0.48 -0.49  -0.077
C5 -3.60 -1.52 -0.73  -0.872
C6 -4.71 -1.60 0.16  0.504
O1 -5.62 -2.66 -0.05  -0.552
C7 -4.69 -0.90 1.39  -0.622
C8 -3.78 0.14 1.51  -0.354
C9 0.19 1.59 1.56  -0.022
O2 1.13 2.16 2.03  -0.637
N2 0.14 0.35 1.01  0.323
C10 1.25 -0.54 0.93  0.476
C11 2.35 0.12 0.16  -1.054
C12 2.79 0.01 -1.22  -0.032
C13 3.40 -1.20 -1.73  -0.915
C14 3.75 -1.22 -3.01  -0.448
C15 3.47 -0.16 -3.89  1.088
O3 3.85 -0.27 -5.20  -0.539
C16 2.78 1.01 -3.43  -0.830
C17 2.49 1.02 -2.16  -0.312
C18 1.66 -1.16 2.29  0.406
O4 2.75 -1.67 2.47  -0.555
O5 0.67 -1.37 3.24  -0.524
H1 -0.83 3.79 2.62  0.353
H2 -0.72 3.90 1.01  0.337
H3 -1.61 1.72 2.57  0.253
H4 -1.64 2.09 -0.51  0.218
H5 -2.87 2.56 0.64  0.513
H6 -1.79 -0.39 -1.07  0.669
H7 -3.59 -2.19 -1.56  0.409
H8 -5.10 -3.41 -0.39  0.319
H9 -5.17 -1.16 2.30  0.419
H10 -3.78 0.76 2.53  0.180
H11 -0.59 0.22 0.22  -0.486
H12 0.82 -1.30 0.27  0.393
H13 3.25 -0.21 0.71  0.511
H14 2.21 1.17 0.33  0.519
H15 3.61 -1.90 -1.00  0.601
H16 4.25 -2.09 -3.54  0.153
H17 4.51 -0.95 -5.25  0.282
H18 2.49 1.81 -4.16  0.343
H19 2.27 1.93 -1.63  0.408
H20 0.00 -0.66 3.16  0.339

SMILES	N[C@@H](Cc1ccc(O)cc1)C(=O)N[C@@H](Cc1ccc(O)cc1)C(=O)O
lowest unoccupied orbital energy	0.260	eV
molecular weight	344.4	g mol⁻¹
DFT total energy	-32205.8990	eV
gap between HOMO and LUMO	0.314	Ha
highest occupied orbital energy	-8.30	eV
energy relative to the best compared isomer or geometry (same formula, charge and spin)	362.30	kJ/mol